Entry 1:
{
  "formula": "C27H30AuN4O2Te",
  "method": "the ωB97M-V functional and the def2-TZVPD basis",
  "symbols": ["Au", "C", "N", "C", "C", "O", "N", "C", "N", "H", "H", "H", "H", "H", "H", "H", "C", "C", "C", "C", "C", "C", "Te", "N", "C", "O", "C", "C", "C", "C", "C", "C", "C", "C", "C", "C", "C", "C", "C", "C", "C", "C", "H", "H", "H", "H", "H", "H", "H", "H", "H", "H", "H", "H", "H", "H", "H", "H", "H", "H", "H", "H", "H", "H", "H"],
  "xyz": [[0.562, 0.060, -0.109], [2.917, -4.863, -0.149], [2.502, -3.597, 0.408], [2.505, -3.305, 1.827], [1.977, -1.866, 1.856], [1.874, -1.169, 2.828], [1.655, -1.528, 0.553], [1.961, -2.557, -0.242], [1.767, -2.527, -1.559], [3.752, -5.243, 0.438], [3.264, -4.730, -1.173], [2.111, -5.601, -0.133], [3.502, -3.368, 2.264], [1.838, -3.970, 2.381], [1.286, -1.715, -1.927], [1.847, -3.356, -2.118], [-2.118, 7.832, 5.105], [-1.880, 6.699, 4.140], [-1.297, 5.513, 4.561], [-1.065, 4.453, 3.689], [-0.436, 3.209, 4.264], [-1.427, 4.592, 2.336], [-1.155, 2.796, 0.987], [-0.513, 1.566, -0.768], [-1.482, 1.682, -1.664], [-2.365, 2.570, -1.617], [-1.473, 0.766, -2.866], [-1.406, -0.619, -2.752], [-1.426, -1.420, -3.885], [-1.508, -0.845, -5.145], [-1.574, 0.536, -5.265], [-1.569, 1.334, -4.132], [0.955, 3.042, 1.182], [1.703, 2.130, 1.919], [3.089, 2.196, 1.937], [3.737, 3.174, 1.202], [2.995, 4.086, 0.468], [1.603, 4.040, 0.443], [0.848, 5.051, -0.376], [-2.050, 5.766, 1.909], [-2.542, 5.944, 0.492], [-2.256, 6.806, 2.811], [-1.821, 7.549, 6.114], [-3.173, 8.111, 5.123], [-1.546, 8.713, 4.811], [-1.026, 5.398, 5.606], [-0.499, 3.217, 5.352], [0.616, 3.151, 3.988], [-0.923, 2.306, 3.897], [-1.362, -1.072, -1.769], [-1.390, -2.499, -3.781], [-1.541, -1.472, -6.027], [-1.641, 0.991, -6.245], [-1.643, 2.411, -4.211], [1.212, 1.350, 2.489], [3.653, 1.480, 2.523], [4.819, 3.225, 1.193], [3.503, 4.846, -0.114], [1.519, 5.576, -1.056], [0.372, 5.785, 0.277], [0.066, 4.567, -0.964], [-2.427, 5.028, -0.085], [-1.999, 6.745, -0.013], [-3.599, 6.216, 0.494], [-2.739, 7.715, 2.464]],
  "mulliken_spin": [0.0152, 0.0000, -0.0004, 0.0004, 0.0008, -0.0001, 0.0043, -0.0119, 0.0021, 0.0000, 0.0001, -0.0001, 0.0001, 0.0000, 0.0025, -0.0009, 0.0015, -0.0103, 0.0197, -0.0644, 0.0123, 0.1803, 0.5470, 0.2670, -0.0285, 0.0488, 0.0264, 0.0100, 0.0003, -0.0017, 0.0019, -0.0037, 0.0411, -0.0128, 0.0014, -0.0010, 0.0009, -0.0334, 0.0307, -0.0641, 0.0277, 0.0153, -0.0001, -0.0007, -0.0005, 0.0034, -0.0002, -0.0019, -0.0066, 0.0022, 0.0002, 0.0000, -0.0001, 0.0006, -0.0098, 0.0000, -0.0002, -0.0001, 0.0012, -0.0053, -0.0106, 0.0082, -0.0015, -0.0012, -0.0017],
  "spin_multiplicity": 2,
  "lumo_ev": [-0.14, -0.61],
  "s2": 0.76,
  "de_lowest_ev": 0.231,
  "e_tot_ha": -1820.0512
}

---

Entry 2:
{
  "formula": "C27H30Br2N3O6S4V",
  "method": "the ωB97M-V functional and the def2-TZVPD basis",
  "symbols": ["V", "O", "C", "C", "C", "C", "C", "C", "C", "O", "N", "N", "C", "C", "Br", "C", "C", "C", "C", "C", "C", "C", "H", "H", "H", "H", "H", "H", "H", "H", "H", "H", "H", "H", "H", "H", "C", "C", "S", "C", "C", "S", "C", "C", "S", "H", "H", "H", "H", "H", "H", "H", "H", "H", "H", "H", "H", "O", "S", "O", "O", "O", "Br", "C", "C", "C", "C", "C", "N", "H", "H", "H", "H"],
  "xyz": [[-0.021, -0.033, 0.220], [0.611, 3.431, 3.045], [0.672, 2.619, 4.148], [0.863, 3.191, 5.404], [0.916, 2.413, 6.548], [0.770, 1.038, 6.443], [0.575, 0.479, 5.190], [0.538, 1.239, 4.020], [0.237, 0.493, 2.743], [0.379, 1.223, 1.548], [1.056, -0.751, 2.655], [1.189, -1.029, 1.309], [2.161, -1.856, 0.890], [2.662, -1.687, -0.414], [2.310, 0.153, -1.030], [3.304, -2.591, -1.204], [3.893, -2.586, -2.537], [3.729, -1.609, -3.534], [4.292, -1.769, -4.791], [5.042, -2.891, -5.114], [5.214, -3.870, -4.142], [4.650, -3.719, -2.890], [0.665, 4.339, 3.362], [0.962, 4.270, 5.477], [1.058, 2.884, 7.512], [0.789, 0.409, 7.322], [0.417, -0.589, 5.096], [-0.810, 0.168, 2.846], [1.947, -0.704, 3.140], [2.587, -2.601, 1.552], [3.342, -3.568, -0.726], [3.141, -0.726, -3.342], [4.132, -0.996, -5.534], [5.476, -3.006, -6.098], [5.793, -4.760, -4.360], [4.791, -4.495, -2.147], [-1.017, 3.665, -0.007], [-2.357, 3.804, 0.706], [-2.769, 2.283, 1.588], [-4.450, 1.884, 1.057], [-4.771, 1.931, -0.433], [-3.829, 0.756, -1.434], [-3.229, 1.781, -2.781], [-2.191, 2.859, -2.450], [-0.902, 2.389, -1.276], [-0.715, 4.617, -0.452], [-0.254, 3.372, 0.718], [-2.258, 4.631, 1.415], [-3.159, 4.084, 0.020], [-4.582, 0.870, 1.445], [-5.167, 2.531, 1.570], [-5.835, 1.711, -0.549], [-4.619, 2.934, -0.842], [-2.809, 1.065, -3.486], [-4.066, 2.271, -3.290], [-1.708, 3.183, -3.375], [-2.677, 3.740, -2.027], [-3.026, -0.573, 2.619], [-2.589, -1.445, 1.548], [-1.631, -2.467, 1.962], [-1.727, -0.456, 0.564], [-3.640, -1.928, 0.673], [-0.153, 0.035, -3.753], [-0.200, -1.619, -2.821], [-0.210, -2.764, -3.599], [-0.299, -3.982, -2.948], [-0.402, -3.999, -1.569], [-0.382, -2.796, -0.885], [-0.262, -1.608, -1.506], [-0.152, -2.685, -4.674], [-0.306, -4.900, -3.521], [-0.501, -4.916, -1.007], [-0.488, -2.770, 0.194]],
  "mulliken_spin": [0.9077, 0.0012, -0.0024, -0.0005, 0.0000, -0.0003, -0.0020, 0.0066, 0.0144, -0.0121, 0.0033, 0.0080, 0.0542, -0.0265, -0.0008, 0.0581, -0.0123, 0.0158, -0.0097, 0.0170, -0.0086, 0.0149, -0.0004, 0.0001, 0.0000, 0.0000, 0.0002, -0.0071, 0.0042, 0.0016, 0.0012, 0.0024, -0.0005, 0.0017, -0.0005, 0.0009, -0.0005, -0.0008, 0.0013, 0.0000, 0.0004, 0.0008, 0.0007, -0.0042, 0.0050, -0.0001, 0.0015, 0.0002, 0.0000, 0.0001, 0.0000, 0.0000, -0.0001, -0.0002, -0.0002, -0.0002, 0.0002, -0.0019, 0.0008, -0.0005, -0.0213, -0.0023, 0.0028, -0.0051, 0.0000, -0.0004, -0.0016, 0.0075, -0.0180, 0.0001, 0.0001, -0.0003, 0.0064],
  "spin_multiplicity": 2,
  "lumo_ev": [2.22, 2.22],
  "s2": 0.79,
  "de_lowest_ev": 0.000,
  "e_tot_ha": -9347.4064,
  "charge": -1
}

---

Entry 3:
{
  "formula": "C27H30F4N6O3",
  "method": "the ωB97M-V functional and the def2-TZVPD basis",
  "symbols": ["C", "H", "H", "H", "C", "C", "H", "H", "H", "C", "H", "C", "N", "C", "O", "C", "N", "N", "N", "C", "N", "C", "C", "C", "C", "C", "C", "H", "H", "F", "H", "H", "H", "H", "C", "C", "C", "C", "C", "C", "H", "H", "H", "C", "F", "F", "F", "H", "H", "C", "O", "N", "H", "C", "H", "H", "C", "C", "H", "H", "C", "H", "H", "C", "H", "H", "O", "H", "H", "H"],
  "xyz": [[-4.947, 1.676, -3.086], [-5.273, 1.857, -4.108], [-5.201, 2.547, -2.487], [-5.495, 0.820, -2.699], [-3.442, 1.425, -3.042], [-2.691, 2.627, -3.609], [-1.626, 2.425, -3.691], [-2.824, 3.491, -2.964], [-3.068, 2.872, -4.600], [-3.019, 1.129, -1.598], [-3.231, 2.004, -0.980], [-1.538, 0.789, -1.484], [-1.244, -0.097, -0.343], [-0.105, -0.822, -0.402], [0.542, -0.951, -1.423], [0.399, -1.399, 0.927], [1.660, -2.027, 0.699], [2.785, -1.371, 0.574], [3.699, -2.229, 0.307], [3.098, -3.438, 0.266], [1.796, -3.319, 0.516], [3.786, -4.682, -0.005], [3.079, -5.883, -0.037], [3.737, -7.068, -0.297], [5.103, -7.035, -0.524], [5.826, -5.855, -0.498], [5.160, -4.674, -0.237], [5.688, -3.734, -0.209], [6.889, -5.874, -0.681], [5.749, -8.192, -0.778], [3.212, -8.010, -0.328], [2.016, -5.871, 0.142], [-0.278, -2.140, 1.351], [0.539, -0.556, 1.610], [-2.052, -0.038, 0.815], [-2.256, 1.160, 1.486], [-3.064, 1.176, 2.614], [-3.676, 0.021, 3.080], [-3.484, -1.165, 2.391], [-2.683, -1.197, 1.265], [-2.557, -2.118, 0.714], [-3.970, -2.066, 2.731], [-4.299, 0.052, 3.959], [-3.243, 2.487, 3.329], [-4.081, 2.410, 4.373], [-3.726, 3.446, 2.524], [-2.078, 2.954, 3.816], [-1.797, 2.068, 1.132], [-1.202, 0.249, -2.376], [-0.651, 2.035, -1.267], [-1.065, 3.043, -0.732], [0.617, 1.869, -1.694], [0.885, 0.945, -2.014], [1.684, 2.646, -1.108], [1.286, 3.637, -0.884], [2.509, 2.729, -1.817], [2.169, 1.959, 0.191], [3.145, 2.842, 0.975], [3.760, 3.451, 0.316], [3.795, 2.210, 1.579], [2.217, 3.679, 1.865], [2.597, 3.747, 2.883], [2.102, 4.690, 1.477], [0.875, 2.927, 1.817], [0.104, 3.533, 1.325], [0.513, 2.633, 2.804], [1.088, 1.733, 1.075], [2.583, 0.974, -0.049], [-3.611, 0.291, -1.222], [-3.217, 0.546, -3.659]],
  "mulliken_charge": [-1.6949, 0.4448, 0.3730, 0.3988, 0.8526, -1.3241, 0.2094, 0.2861, 0.5094, -1.5613, 0.4081, 0.1495, 0.8957, 0.5987, -0.7458, -0.9273, 1.4948, 0.0375, -0.8692, 0.1970, -1.2195, 0.3215, -0.3897, -0.6050, 0.3983, -0.5662, -0.4005, 0.4787, 0.4407, -0.3206, 0.4376, 0.4371, 0.4373, 0.3708, -1.8372, 1.4008, -0.5709, -0.7572, -0.9907, -0.4091, 0.6967, 0.4323, 0.5464, 1.0272, -0.3050, -0.2660, -0.2544, 0.6495, 0.6142, -0.1194, -0.6415, -0.0061, 0.3968, -1.3635, 0.4719, 0.4093, 0.4518, -0.9353, 0.3686, 0.3052, -0.6551, 0.3268, 0.3024, -0.3874, 0.1890, 0.4241, -0.1653, 0.4291, 0.3350, 0.3340],
  "lumo_ev": 0.48,
  "de_lowest_ev": 0.000,
  "e_tot_ha": -2000.6453
}

---

What is the formula in the third record?
C27H30F4N6O3